# 1
{"formula": "C18H36ClCrF12O22P2", "method": "ωB97M-V/def2-TZVPD", "orbital_gap_ev": [7.565, 8.851], "e_above_lowest_kcal_mol": 0.0, "charge": -1, "spin_multiplicity": 5, "elements": ["Cr", "P", "F", "F", "F", "F", "F", "F", "P", "F", "F", "F", "F", "F", "F", "Cl", "O", "O", "O", "O", "C", "O", "C", "O", "O", "C", "H", "H", "H", "H", "H", "H", "C", "O", "C", "O", "O", "C", "H", "H", "H", "H", "H", "H", "C", "O", "C", "O", "O", "C", "H", "H", "H", "H", "H", "H", "C", "O", "C", "O", "O", "C", "H", "H", "H", "H", "H", "H", "C", "O", "C", "O", "O", "C", "H", "H", "H", "H", "H", "H", "C", "O", "C", "O", "O", "C", "H", "H", "H", "H", "H", "H"], "xyz": [[0.0438, -0.1159, -0.0489], [0.8874, -0.3025, -4.2358], [0.8940, 1.3404, -4.0226], [1.6070, -0.1132, -5.7146], [2.3710, -0.3989, -3.5386], [0.9134, -1.9590, -4.3935], [0.1764, -0.5496, -2.7562], [-0.5038, -0.1215, -5.0849], [-1.8846, 3.0883, 1.5277], [-0.8010, 1.9856, 1.0496], [-2.9640, 1.8864, 1.4297], [-1.4952, 2.8358, 3.1278], [-3.0028, 4.1976, 1.8245], [-0.7173, 4.2748, 1.3442], [-2.2469, 3.3424, -0.0042], [1.1516, -3.6374, 2.2821], [2.5341, -3.9754, 2.2991], [0.5983, -3.5627, 3.6115], [0.9531, -2.3553, 1.6895], [0.3720, -4.5731, 1.5030], [1.9432, 3.6757, 3.1475], [1.6927, 2.7416, 2.1236], [1.7607, 1.4253, 2.3850], [1.2322, 0.5908, 1.6295], [2.5501, 1.1991, 3.4207], [2.6720, -0.1299, 3.9951], [1.6520, 4.5980, 2.6449], [3.0129, 3.7213, 3.3521], [1.3473, 3.5474, 4.0511], [3.0372, -0.0879, 5.0212], [3.4505, -0.7764, 3.5899], [1.6838, -0.5812, 4.0833], [-2.1834, 2.1197, -3.5026], [-3.1978, 1.3866, -2.7692], [-2.8589, 0.6332, -1.7230], [-1.7250, 0.5246, -1.1801], [-3.9128, 0.1299, -1.1079], [-5.1783, 0.0721, -1.7445], [-1.2066, 1.7007, -3.2612], [-2.1448, 3.1715, -3.2192], [-2.3356, 2.1954, -4.5793], [-5.6891, 1.0194, -1.9171], [-5.9064, -0.5751, -1.2557], [-5.1208, -0.3893, -2.7304], [-0.4437, -3.8598, -2.7744], [-1.3778, -4.0250, -1.6659], [-1.4918, -2.8869, -0.8320], [-0.7445, -1.9036, -0.7549], [-2.5083, -3.0304, 0.0532], [-3.2162, -4.2709, 0.1262], [-0.7884, -3.2628, -3.6188], [-0.2939, -4.8935, -3.0860], [0.4687, -3.3555, -2.4562], [-3.9938, -4.1895, 0.8856], [-2.6079, -5.1634, 0.2728], [-3.7557, -4.3902, -0.8134], [2.9602, -3.1966, -1.5046], [3.7721, -2.1100, -1.0437], [3.0767, -1.0635, -0.5962], [1.8674, -0.8818, -0.6028], [3.8827, -0.1315, -0.1229], [5.3072, -0.2314, -0.0121], [3.6873, -3.9464, -1.8162], [2.4229, -2.8805, -2.3988], [2.3294, -3.6240, -0.7252], [5.7798, -0.3078, -0.9913], [5.7331, -0.9855, 0.6497], [5.5264, 0.7658, 0.3695], [3.3878, 2.5743, -1.1883], [2.2246, 3.3890, -1.3357], [1.0189, 2.7451, -1.3296], [0.8429, 1.5809, -0.9653], [0.0513, 3.5134, -1.7603], [0.2704, 4.6989, -2.4930], [4.1545, 3.0703, -1.7834], [3.2732, 1.6172, -1.6971], [3.7411, 2.5583, -0.1573], [0.5201, 4.5389, -3.5419], [1.0712, 5.2650, -2.0172], [-0.5691, 5.3941, -2.4804], [-1.2540, -0.7216, 5.1977], [-0.8596, -0.5446, 3.8303], [-1.6458, -0.7273, 2.7646], [-1.2809, -0.5492, 1.5934], [-2.8703, -1.0466, 3.1480], [-4.0529, -1.1165, 2.2850], [-1.4667, -1.7665, 5.4240], [-2.1859, -0.2182, 5.4550], [-0.5369, -0.3645, 5.9370], [-3.9303, -0.4348, 1.4434], [-4.8702, -0.6865, 2.8639], [-4.0868, -2.1441, 1.9231]], "atomic_forces_ev_per_a": [[-0.143, -0.670, -0.003], [0.790, 0.129, -0.771], [0.100, -0.953, 0.282], [0.193, -0.325, 1.086], [-0.585, 0.203, -0.127], [-0.243, 1.234, -0.456], [0.264, 0.674, -2.036], [-0.059, -0.822, 1.466], [0.752, 0.383, -1.602], [0.431, 0.516, 0.707], [-0.677, -0.108, 1.781], [-0.677, 0.363, -1.677], [0.048, -0.119, 1.672], [-0.577, -0.750, 1.104], [0.120, 0.294, -1.894], [-2.320, 0.562, 0.001], [0.937, -0.471, 0.061], [0.399, -0.506, 0.659], [0.632, 1.156, -0.633], [0.378, -0.798, -0.109], [0.355, 1.099, -0.442], [-0.553, -1.705, -0.218], [-0.909, -1.017, -2.523], [2.146, 1.939, 2.878], [0.452, -0.821, 0.898], [-0.415, -0.370, 0.747], [-0.042, 0.164, 0.416], [-0.019, -0.077, 0.313], [0.017, -0.294, -0.154], [-0.160, 1.106, 0.174], [-0.499, 0.183, -1.163], [0.187, -0.291, -0.683], [1.173, 0.397, 0.541], [0.128, -0.219, -0.496], [3.430, 1.385, 2.088], [-4.096, 0.598, -2.573], [-0.761, -0.838, 0.295], [-0.917, -0.223, -1.454], [-0.201, -0.035, -0.270], [-0.419, -0.125, 0.770], [-0.537, -1.074, 0.104], [0.515, 0.355, 0.380], [0.641, 0.021, 0.924], [0.482, 0.072, -0.185], [0.235, -0.319, 0.263], [-0.032, 3.491, 0.944], [1.016, -0.414, 0.920], [-1.910, -3.509, -1.191], [1.084, -0.005, -0.508], [-0.740, -0.160, -1.016], [-0.662, -0.049, 0.348], [0.330, 0.202, -0.082], [-0.174, -0.373, 0.227], [0.435, 0.232, 0.263], [0.317, 0.406, 0.228], [0.010, -0.203, -0.122], [0.430, -0.663, -0.749], [-1.079, 0.466, 0.512], [-0.496, 0.170, 0.080], [2.121, -1.279, -0.440], [-0.015, 0.144, 0.694], [0.068, 0.847, -0.505], [-0.061, -0.038, 0.084], [-0.190, 0.078, 0.229], [-0.080, 0.374, 0.052], [-0.163, -0.211, -0.082], [-0.662, -0.201, 0.057], [0.385, -0.167, 0.156], [0.559, 0.348, -0.874], [-1.119, -0.809, -0.085], [0.873, -1.198, 0.526], [1.050, 3.280, -1.058], [-1.045, -0.475, -0.148], [1.090, 1.353, 0.156], [0.048, 0.339, 0.089], [-0.348, -0.120, 0.659], [-0.419, -0.428, 0.002], [0.107, -0.520, 0.076], [0.162, -0.051, -0.200], [-0.544, -0.751, 0.406], [-1.499, -0.602, 0.197], [1.010, 0.310, -0.139], [0.050, 0.778, -1.792], [-1.325, -0.716, 3.305], [-0.829, -0.137, 0.452], [1.693, 0.808, -0.452], [0.338, -0.190, -0.301], [-0.061, 0.350, -0.495], [0.620, 0.122, -0.855], [0.302, -0.149, -0.144], [-0.012, -0.769, 0.193], [-0.631, 0.188, 0.244]]}

---

# 2
{"formula": "C18H36F3N2O9PSSi", "method": "ωB97M-V/def2-TZVPD", "orbital_gap_ev": 9.063, "smiles": "CC(=O)OCCCCC[C@@]1([Si](C)(C)C)OS(=O)(=O)O[C@]1(CCOCC(F)(F)F)P(N)O.CC(N)=O", "elements": ["C", "C", "O", "O", "C", "C", "C", "C", "C", "C", "Si", "C", "C", "C", "O", "S", "O", "O", "O", "C", "C", "C", "O", "C", "C", "F", "F", "F", "P", "N", "O", "H", "H", "H", "H", "H", "H", "H", "H", "H", "H", "H", "H", "H", "H", "H", "H", "H", "H", "H", "H", "H", "H", "H", "H", "H", "H", "H", "H", "H", "H", "H", "C", "C", "N", "O", "H", "H", "H", "H", "H"], "xyz": [[-4.6199, 1.7152, -3.5869], [-5.1859, 2.7733, -2.4684], [-5.8227, 3.8806, -2.9155], [-5.0659, 2.5312, -1.0177], [-3.7278, 2.0017, -0.6692], [-3.2515, 2.4337, 0.8478], [-2.5073, 1.2454, 1.6970], [-1.3361, 0.4361, 0.8837], [0.0893, 0.2925, 1.6799], [1.3662, 1.0354, 0.8957], [1.0061, 2.9294, 0.8714], [0.1101, 3.5439, 2.5082], [-0.0990, 3.5318, -0.5850], [2.7020, 3.9208, 0.8490], [2.4025, 0.9551, 1.9787], [3.4879, -0.3490, 1.7683], [4.9047, 0.2566, 2.0170], [3.2582, -1.6546, 2.5711], [3.0163, -0.6685, 0.1409], [2.0117, 0.2972, -0.4179], [1.0708, -0.7492, -1.3021], [1.0632, -2.2858, -0.7099], [-0.1329, -3.0588, -1.1709], [0.2177, -4.4666, -1.4240], [0.2699, -4.6325, -3.0866], [-0.1674, -5.9720, -3.5519], [1.6128, -4.2194, -3.5595], [-0.7101, -3.6095, -3.6107], [3.1828, 1.3441, -1.5704], [2.2503, 2.4866, -2.5719], [3.9682, 0.2744, -2.7484], [-3.4646, 1.8840, -3.8324], [-4.7249, 0.6287, -3.1045], [-5.2561, 1.7466, -4.5961], [-2.9026, 2.4326, -1.4050], [-3.6574, 0.8163, -0.7873], [-4.2551, 2.6987, 1.4368], [-2.6344, 3.4528, 0.8381], [-2.0409, 1.7306, 2.6757], [-3.3092, 0.4659, 2.0420], [-1.7445, -0.6739, 0.7255], [-1.2135, 0.8960, -0.1851], [-0.0005, 0.7671, 2.7714], [0.3100, -0.8579, 1.8685], [0.3783, 2.8246, 3.4223], [0.5414, 4.6112, 2.8245], [-1.0424, 3.6977, 2.3643], [-0.8849, 4.2995, -0.1484], [0.5876, 4.1767, -1.3179], [-0.5676, 2.6876, -1.2455], [3.6190, 3.2452, 0.5753], [2.8810, 4.3396, 1.9424], [2.5765, 4.7898, 0.0741], [-0.0113, -0.3538, -1.5050], [1.6083, -0.8160, -2.3658], [1.0463, -2.3540, 0.4636], [2.0464, -2.8082, -1.1334], [-0.6183, -5.2053, -1.0013], [1.2248, -4.8181, -0.9277], [2.2553, 2.2344, -3.5928], [2.7936, 3.4007, -2.5401], [3.4173, 0.2398, -3.5990], [0.0485, -5.9153, 3.1399], [0.7246, -4.6142, 2.8175], [2.0470, -4.5363, 3.1308], [0.1419, -3.6663, 2.3037], [-0.3489, -6.3489, 2.2182], [-0.7698, -5.7281, 3.8406], [0.7401, -6.6308, 3.5931], [2.5696, -5.2892, 3.5545], [2.5248, -3.6689, 2.9229]], "atomic_forces_ev_per_a": [[0.075, -0.945, 0.803], [-2.942, 5.171, -2.155], [3.995, -7.230, 3.403], [1.452, 0.145, -3.372], [2.266, -0.705, 0.023], [-1.446, 0.459, 0.552], [0.135, 0.253, 0.212], [-0.626, -0.947, -0.058], [-0.333, -0.556, -0.224], [-0.887, -1.657, 1.420], [0.207, 2.077, 0.358], [0.187, 0.446, 1.286], [0.032, 1.171, -1.384], [0.515, -0.012, 0.332], [1.518, -2.180, -1.312], [2.915, -0.509, 2.002], [-5.813, -2.262, -1.617], [0.078, 4.902, -3.173], [0.485, 1.412, 2.322], [-1.363, -2.389, -0.508], [0.027, -0.289, -0.795], [0.770, -0.191, 0.299], [2.334, -1.365, 0.114], [-0.673, -0.479, -0.316], [-0.899, 1.371, 0.172], [1.871, 4.456, 1.043], [-4.214, -1.723, 0.777], [3.202, -3.641, 0.877], [1.943, 0.621, -0.704], [1.416, -0.240, -0.650], [-3.120, 1.287, 0.091], [-2.641, -0.183, 0.654], [0.310, 2.321, -1.151], [1.398, 0.294, 2.565], [-1.860, -0.790, 1.354], [-0.523, 2.477, 0.339], [2.134, -0.570, -1.242], [-1.237, -2.416, -0.182], [-1.064, -1.030, -2.073], [1.453, 1.561, -0.650], [0.965, 2.425, 0.158], [-0.059, -0.802, 2.071], [0.339, -0.857, -2.586], [-0.249, 2.400, -0.523], [-0.879, 1.594, -1.885], [-0.822, -2.276, -0.855], [2.197, -0.563, 0.474], [1.340, -1.786, -1.007], [-1.517, -1.488, 1.535], [0.653, 1.755, 1.302], [-1.700, 1.414, 0.432], [-0.296, -0.696, -2.370], [0.458, -1.476, 1.552], [2.068, -0.702, 0.633], [-1.265, 0.116, 2.268], [0.169, 0.324, -2.318], [-2.119, 1.137, 1.052], [1.598, 1.889, -1.144], [-1.826, 0.916, -1.245], [-0.325, 0.150, 1.334], [-0.874, -1.586, 0.128], [1.071, -0.157, 1.669], [0.005, -0.306, 0.134], [0.442, 0.584, -0.058], [0.024, 0.001, -0.072], [0.015, -0.405, 0.076], [-0.069, 0.099, 0.170], [0.038, -0.033, -0.212], [-0.131, 0.058, -0.058], [-0.296, 0.187, -0.136], [-0.028, -0.026, 0.051]]}

---

# 3
{"formula": "C18H36MoNO8SSi", "method": "ωB97M-V/def2-TZVPD", "orbital_gap_ev": 5.445, "e_above_lowest_kcal_mol": 34.3, "charge": 3, "elements": ["Mo", "O", "C", "C", "N", "C", "C", "O", "O", "C", "C", "O", "O", "H", "H", "H", "H", "H", "H", "H", "H", "H", "C", "C", "C", "C", "O", "Si", "S", "O", "C", "C", "C", "C", "O", "C", "C", "C", "C", "H", "H", "H", "H", "H", "H", "H", "H", "H", "H", "H", "H", "H", "H", "H", "H", "H", "H", "H", "H", "H", "H", "H", "H", "H", "H", "H"], "xyz": [[-0.9592, 0.1611, -0.1204], [-2.4991, 1.6385, 0.0804], [-3.6518, 0.8591, 0.5899], [-3.7214, -0.4784, -0.1537], [-2.4913, -1.3973, -0.0638], [-2.4246, -2.2388, -1.2857], [-2.0878, -1.3043, -2.4336], [-2.2790, -1.3954, -3.5773], [-1.4431, -0.1610, -1.8569], [-2.4530, -2.1699, 1.2003], [-1.9894, -1.2286, 2.2920], [-2.1569, -1.2605, 3.4455], [-1.2538, -0.1914, 1.6616], [-2.5686, 2.5859, 0.2861], [-3.5483, 0.7740, 1.6700], [-4.5607, 1.4102, 0.3517], [-4.5818, -1.0361, 0.2218], [-3.8871, -0.2730, -1.2098], [-1.6290, -2.9782, -1.1763], [-3.3672, -2.7532, -1.4802], [-3.4279, -2.5912, 1.4484], [-1.7319, -2.9846, 1.1096], [7.9323, -1.8598, -1.9689], [6.6597, -2.4088, -1.3567], [5.4837, -2.3518, -2.3102], [6.8539, -3.7848, -0.7582], [6.3230, -1.5336, -0.1786], [6.0702, -0.0004, 0.0034], [1.0389, -0.2813, -0.2220], [5.8465, 0.9130, -1.2519], [5.8423, 2.4017, -1.4455], [7.1299, 2.9424, -0.8559], [5.7769, 2.5885, -2.9459], [4.6123, 2.9386, -0.7405], [5.9586, 0.6135, 1.4402], [6.3488, 0.1052, 2.8062], [6.1739, 1.3026, 3.7141], [5.4019, -1.0272, 3.1454], [7.7925, -0.3481, 2.7241], [8.2375, -2.4913, -2.8031], [8.7427, -1.8565, -1.2398], [7.7819, -0.8501, -2.3573], [5.6620, -3.0308, -3.1436], [5.3520, -1.3476, -2.7166], [4.5700, -2.6736, -1.8066], [7.0752, -4.4965, -1.5532], [5.9533, -4.1153, -0.2411], [7.6873, -3.7892, -0.0569], [7.9955, 2.4740, -1.3256], [7.1683, 2.7887, 0.2244], [7.1945, 4.0147, -1.0394], [6.6178, 2.0957, -3.4322], [5.8240, 3.6513, -3.1818], [4.8490, 2.1850, -3.3516], [4.6809, 2.7942, 0.3389], [3.7156, 2.4481, -1.1269], [4.5202, 4.0070, -0.9349], [5.1366, 1.6370, 3.7243], [6.8109, 2.1270, 3.3957], [6.4561, 1.0290, 4.7304], [4.3674, -0.6799, 3.1262], [5.6154, -1.3869, 4.1518], [5.5259, -1.8645, 2.4568], [8.4377, 0.4692, 2.3996], [7.9051, -1.1989, 2.0492], [8.1308, -0.6644, 3.7106]], "atomic_forces_ev_per_a": [[-0.228, 0.032, -0.025], [0.028, -0.003, 0.006], [0.004, -0.005, -0.011], [0.043, 0.025, 0.004], [0.041, -0.068, -0.008], [-0.022, 0.046, -0.026], [-0.063, 0.057, 0.014], [0.036, -0.030, -0.004], [0.141, -0.097, 0.003], [-0.021, 0.006, 0.001], [-0.031, 0.022, -0.002], [0.013, -0.014, 0.000], [0.096, -0.077, 0.015], [0.011, 0.004, 0.005], [-0.023, 0.011, 0.003], [0.007, 0.003, -0.024], [0.011, 0.007, 0.037], [-0.045, -0.028, 0.001], [-0.022, -0.023, -0.006], [-0.013, 0.023, 0.001], [-0.003, 0.003, -0.006], [-0.001, -0.001, 0.005], [-0.004, -0.008, -0.008], [0.064, 0.016, 0.005], [-0.005, -0.006, 0.007], [0.003, 0.002, 0.005], [-0.096, -0.020, -0.006], [0.356, 0.016, 0.006], [-0.219, 0.095, 0.012], [-0.083, -0.004, 0.009], [0.041, 0.007, -0.002], [0.005, -0.004, -0.010], [0.006, -0.016, -0.003], [0.001, 0.014, -0.011], [-0.059, -0.012, 0.013], [0.033, 0.010, -0.009], [0.000, 0.000, -0.001], [0.008, -0.001, 0.010], [0.001, 0.010, 0.002], [0.001, -0.001, 0.000], [-0.001, 0.003, 0.000], [0.000, -0.001, -0.003], [0.005, 0.008, -0.006], [-0.007, 0.002, 0.007], [-0.001, -0.004, -0.002], [0.007, 0.002, 0.000], [-0.003, -0.004, -0.008], [-0.005, 0.002, 0.006], [0.000, 0.004, -0.003], [0.003, -0.005, -0.001], [-0.004, 0.002, 0.007], [0.006, 0.011, 0.001], [-0.012, 0.001, 0.001], [0.004, -0.009, -0.001], [-0.007, -0.010, -0.001], [-0.002, 0.008, -0.005], [0.009, 0.004, 0.012], [0.001, 0.003, -0.004], [0.003, -0.001, 0.002], [-0.005, -0.002, 0.001], [0.000, -0.001, 0.001], [0.003, -0.002, -0.002], [-0.006, 0.002, -0.003], [0.001, 0.000, 0.001], [0.000, 0.001, -0.003], [-0.002, -0.004, -0.001]]}

---

DFT total energy readings, ordered: -156433.2010; -76802.1073; -57664.6871 eV